[1]
Computed, not measured: a structure of composition C28H25ClN5O3Zr, with ωB97M-V/def2-TZVPD.

The calculation puts the HOMO energy at -16.2 eV. For the energy relative to the best compared isomer or geometry (same formula, charge and spin), the calculation gives 69.8 kcal/mol. The lowest unoccupied orbital energy comes out at -0.3458 Ha.

Geometry as ORCA input:
```
! RIJCOSX wB97M-V def2-TZVPD def2/J DEFGRID3
* xyz 3 1
Zr 0.5589 0.3268 -0.4565
Cl -2.7726 -2.2586 -6.5318
O 0.3758 2.2127 0.2976
O 0.2522 0.5017 -2.3508
O -1.0486 3.3982 1.5536
N 0.1633 0.2024 1.8989
N 0.5021 -1.8763 -1.1019
N -3.1821 3.8720 -0.1003
N -1.8260 0.4452 -0.4188
N 2.2950 -0.7444 0.5005
C 2.8207 -4.6773 0.0178
C -0.7306 -1.5061 -3.1789
C 0.6810 -0.6759 4.0600
C 1.8237 -2.1007 0.8933
C 1.2308 -1.7994 4.8316
C -1.4543 -2.1599 -4.1941
C 3.2650 -4.2337 1.1895
C -0.4369 -0.1340 -3.3289
C -0.2825 2.4705 1.4182
C -2.3307 1.7149 -1.0444
C -1.8780 -1.4647 -5.3058
C 1.5096 -3.1791 2.7827
C -0.0097 1.6243 3.8119
C -0.1410 -2.3122 -2.1473
C 4.1721 -0.9502 2.0309
C 0.3841 0.5601 4.6230
C -0.0594 1.4139 2.4547
C 3.8632 -2.1932 2.4091
C -3.4510 2.4001 -0.2442
C -1.5507 -0.1133 -5.4469
C 0.7102 -2.1207 1.9905
C 3.3706 -0.2748 1.0365
C -0.8302 0.5495 -4.4672
C 1.3615 -2.7559 -0.3712
C 0.4975 -0.8195 2.6820
C 1.8423 -3.9311 -0.7764
C 2.7402 -2.9705 1.8066
C 1.6520 -2.9211 4.2499
H 0.4897 0.7063 5.6910
H 2.0871 -3.7066 4.8562
H -3.1225 4.3469 -1.0038
H -2.1566 0.3643 0.5409
H -0.1884 -3.3878 -2.3111
H 3.6846 0.7195 0.7248
H -2.6695 1.4761 -2.0504
H -2.2342 -0.3486 -0.9122
H -2.2897 4.0066 0.4215
H -0.5528 1.5879 -4.5905
H -1.4894 2.3992 -1.1478
H 4.4716 -2.7039 3.1485
H -1.8569 0.4117 -6.3423
H -3.5229 2.0142 0.7721
H 1.5596 -4.3559 -1.7312
H -1.6682 -3.2182 -4.1104
H 1.3220 -1.6678 5.9023
H -4.4234 2.2839 -0.7173
H -0.2520 -2.4825 1.6168
H -3.9308 4.3283 0.4281
H 1.1044 -4.1783 2.6244
H 4.0175 -4.7845 1.7422
H -0.2176 2.6042 4.2196
H 3.1984 -5.6025 -0.3947
H 5.0251 -0.4236 2.4342
*
```



[2]
Computed, not measured: a structure of composition C28H25F4MnN7O6SSi, with ωB97M-V/def2-TZVPD.

The calculation puts the HOMO energy (spin up / spin down) at -1.3 / -2.5 eV. For the energy relative to the best compared isomer or geometry (same formula, charge and spin), the calculation gives 3.5 kcal/mol. As for the expectation value of S²: 8.755. The lowest unoccupied orbital energy (spin up / spin down) comes out at 0.1593 / 0.1593 Ha.

Geometry as ORCA input:
```
! RIJCOSX wB97M-V def2-TZVPD def2/J DEFGRID3
* xyz -2 6
Mn -0.2807 -0.6929 -0.2691
S -0.4741 -2.5476 -4.6409
Si -5.0296 -1.9309 1.2649
F 4.1652 -3.2914 1.5194
F 2.3058 -4.3777 1.3618
F 2.1756 5.1503 -3.3874
F 2.8980 -3.5324 3.2618
O 4.9427 3.0853 0.7103
O 2.7300 -0.9712 2.1196
O 2.5397 0.5370 -2.9209
O 1.1231 -2.0522 0.9297
O 3.3950 6.7652 -1.4409
O 1.6416 0.1538 -0.8915
N 1.6761 1.6663 2.8500
N -0.7985 0.7559 -2.3974
N 1.1706 -0.9618 4.1257
N 4.0833 4.8743 -0.3792
N 3.6298 2.7275 -1.1408
N -0.9479 -0.7458 3.5076
N 0.1443 1.1617 1.3523
C 0.2644 -0.2862 3.3576
C -0.6652 2.7536 -3.7160
C -0.3859 -2.0324 -2.0634
C 1.7921 2.6003 1.8487
C -0.3719 -3.8702 -3.5503
C 0.8359 2.2759 0.9401
C -0.3332 -3.4555 -2.2527
C -6.4447 -1.6010 0.0605
C 2.9576 3.2952 -2.1947
C -4.8964 -3.7980 1.4780
C -0.4145 1.9891 -4.8507
C -0.4671 -1.4282 -3.2836
C 2.8406 4.6230 -2.3417
C -0.3642 0.6178 -4.7401
C 2.1574 -1.9444 1.6067
C 2.8743 -3.3015 1.9191
C 3.4265 5.5481 -1.4008
C 0.6713 0.8223 2.5017
C -0.8305 -1.7944 4.3842
C -0.8560 2.0751 -2.5238
C -0.5463 0.0132 -3.4875
C 2.5192 0.5642 -1.6767
C 0.4687 -1.9616 4.7601
C -2.3591 -0.9088 0.3208
C -5.5354 -1.2081 2.9342
C -3.4829 -1.2417 0.6940
C 3.7407 1.2521 -1.0152
C 4.2663 3.5064 -0.2088
H -1.6911 -2.3730 4.6786
H 4.5498 5.4500 0.3051
H -0.3433 -4.8819 -3.9307
H -5.8157 -0.1573 2.8283
H -6.6546 -0.5305 0.0005
H 2.3424 1.5144 3.5850
H 2.5381 3.3735 1.8787
H 0.9559 -2.6888 5.3857
H -0.7036 3.8344 -3.7485
H -4.6886 -1.2521 3.6228
H -7.3631 -2.1176 0.3559
H 2.1474 -1.0375 3.8719
H -5.8314 -4.2422 1.8331
H -6.1625 -1.9385 -0.9392
H -1.0814 2.6248 -1.6141
H 4.6456 0.9363 -1.5370
H -0.2496 2.4655 -5.8107
H -0.2629 -4.1571 -1.4292
H -4.1026 -4.0358 2.1897
H -6.3778 -1.7477 3.3784
H 2.5263 2.5845 -2.8954
H -4.6267 -4.2608 0.5262
H 3.8127 1.0206 0.0430
H -0.1482 0.0006 -5.6025
H 0.6333 2.7386 -0.0100
*
```



[3]
Computed, not measured: a structure of composition C28H25IN7O8PS2Ti, with ωB97M-V/def2-TZVPD.

The calculation puts the HOMO energy (spin up / spin down) at -2.7 / -6.2 eV. For the energy relative to the best compared isomer or geometry (same formula, charge and spin), the calculation gives 16.5 kcal/mol. As for the expectation value of S²: 0.784. The lowest unoccupied orbital energy (spin up / spin down) comes out at 0.0633 / 0.0633 Ha.

Geometry as ORCA input:
```
! RIJCOSX wB97M-V def2-TZVPD def2/J DEFGRID3
* xyz -1 2
I -1.2507 -1.8739 6.9152
Ti -1.9244 0.0829 0.2826
S -1.0396 2.4200 0.1161
S 2.1320 1.1394 0.7509
P 0.9961 2.5257 -0.0662
O -0.9963 -0.2506 -5.1823
O -1.8287 -0.3331 -1.4701
O -2.8167 -1.5970 0.5760
O -0.8684 -5.2654 -5.1870
O -2.8405 -3.8045 0.5558
O 0.1077 0.2242 -3.3927
O -1.7114 -6.2952 -3.4147
O -0.9093 -0.1377 2.0565
N -1.3559 -5.2489 -4.0222
N 0.9518 -1.1934 2.8087
N 1.0907 -2.9760 -0.8240
N -0.6650 -0.4622 -4.0298
N -1.6921 -3.4926 3.0706
N -0.6510 -4.2463 3.4393
N 0.0784 -1.5661 0.6525
C 0.4279 3.1715 -2.7426
C 1.0627 -2.4151 0.3810
C -2.0778 -2.6331 4.0279
C -1.7333 -1.5327 -2.0708
C -2.6396 -2.7474 -0.0301
C 0.9387 -0.3448 3.9961
C -2.1479 -2.7309 -1.4401
C 1.3703 4.1740 0.6341
C 1.0292 6.5588 0.6130
C 2.0596 -2.7016 1.3634
C -2.0352 -3.9459 -2.0877
C 0.7581 5.3041 0.0944
C -0.3484 -3.8471 4.6660
C -1.2230 -2.8316 5.0897
C 1.3887 2.7569 -1.8293
C 1.9135 6.6955 1.6771
C -1.5175 -4.0268 -3.3953
C 2.7037 2.5696 -2.2490
C 3.0511 2.8049 -3.5689
C -1.1179 -2.8381 -4.0458
C -3.7163 1.0467 0.6607
C 1.9622 -2.0628 2.5446
C 0.7795 3.4085 -4.0638
C 0.0294 -0.9576 1.8356
C 2.5247 5.5743 2.2148
C 2.0889 3.2280 -4.4775
C 2.2556 4.3144 1.6926
C -1.2124 -1.6502 -3.3687
H 3.4427 2.2195 -1.5391
H 4.0722 2.6471 -3.8929
H 1.7480 -3.7026 -1.0408
H -4.1324 0.5079 1.5173
H 2.6758 -2.2043 3.3435
H -2.9019 -1.9550 3.8839
H 0.0194 3.7043 -4.7754
H -2.1557 -3.6366 2.1604
H -2.3268 -4.8514 -1.5786
H -3.6272 2.1056 0.8968
H 2.7321 3.4298 2.0966
H 2.3583 3.3971 -5.5126
H 2.8593 -3.3994 1.1708
H 1.6653 -0.7340 4.7051
H 2.1248 7.6771 2.0828
H 1.1975 0.6725 3.7020
H 0.5506 7.4321 0.1881
H 0.3198 -2.8176 -1.4596
H 0.4666 -4.3012 5.2069
H 0.0656 5.1989 -0.7318
H -0.0496 -0.3588 4.4451
H -0.6023 3.2737 -2.4259
H -4.3811 0.9079 -0.1941
H 3.2159 5.6767 3.0423
H -0.7182 -2.8799 -5.0471
*
```



[4]
Computed, not measured: a structure of composition C28H25IrN3O2S3, with ωB97M-V/def2-TZVPD.

The calculation puts the HOMO energy (spin up / spin down) at -5.8 / -7.9 eV. For the energy relative to the best compared isomer or geometry (same formula, charge and spin), the calculation gives 8.0 kcal/mol. As for the expectation value of S²: 8.794. The lowest unoccupied orbital energy (spin up / spin down) comes out at 0.0031 / -0.0843 Ha.

Geometry as ORCA input:
```
! RIJCOSX wB97M-V def2-TZVPD def2/J DEFGRID3
* xyz 0 6
Ir 1.1926 -0.1736 -0.2013
S 1.9272 -0.1316 -4.3348
S 4.3972 -0.1068 -4.0234
S 2.7543 -1.1031 -1.7312
O 2.8155 1.5090 -2.4735
O 0.8954 1.6383 0.6288
N 0.8564 -2.2950 0.3460
N -1.4347 1.9520 -2.7859
N -0.3705 0.3968 -1.6335
C -0.2245 3.7295 0.1686
C 0.2066 -3.2080 -0.3814
C -2.3535 -1.2012 -1.4875
C 0.0512 -4.6548 1.4909
C 3.8400 0.3645 3.1525
C -0.2102 -4.4089 0.1483
C 3.6393 -0.8022 3.8910
C -0.2601 2.3013 0.6201
C 2.9987 0.2030 -2.9560
C 1.2110 -2.5635 1.6116
C 2.7652 -1.7634 3.4202
C -1.3949 0.3876 1.6655
C 0.7749 -3.7378 2.2248
C -1.4470 1.6692 1.0627
C 2.3029 -0.4032 1.4536
C -2.7252 2.2542 0.8837
C 3.1765 0.5640 1.9513
C -3.8022 0.3050 1.8249
C 3.9506 2.0452 -1.7963
C -3.6867 0.8024 -2.9942
C -3.6709 -1.3482 -1.8732
C 2.0981 -1.5594 2.2126
C -0.2874 1.5813 -2.1893
C -1.6894 -0.0376 -1.8661
C -4.3312 -0.3588 -2.6219
C -2.3601 0.9332 -2.5986
C -2.5537 -0.2767 2.0290
C -3.8725 1.5782 1.2541
H 1.0075 -3.9197 3.2643
H 3.6780 3.0573 -1.5074
H 2.6182 -2.6761 3.9886
H 4.5172 1.1249 3.5245
H -0.7265 -5.1265 -0.4739
H 4.1820 1.4565 -0.9062
H 4.1635 -0.9573 4.8252
H -4.7056 -0.2137 2.1191
H -1.5706 2.8052 -3.2979
H -4.2118 -2.2414 -1.5869
H -0.5309 4.4126 0.9678
H -0.8943 3.9213 -0.6813
H -4.8393 2.0422 1.0939
H 0.7932 3.9846 -0.1268
H -0.4301 -0.0582 1.8703
H 3.3153 1.4886 1.4042
H -4.1916 1.5731 -3.5642
H 0.0378 -2.9490 -1.4200
H -2.4846 -1.2590 2.4843
H 0.6117 2.1780 -2.2033
H -1.8602 -1.9526 -0.8905
H -5.3665 -0.5066 -2.9035
H -2.8109 3.2350 0.4305
H -0.2967 -5.5682 1.9570
H 4.8159 2.0681 -2.4598
*
```



[5]
Computed, not measured: a structure of composition C28H25NO6S at a distorted geometry, with ωB97M-V/def2-TZVPD.

The calculation puts the HOMO energy at -7.3 eV. For the energy relative to the best compared isomer or geometry (same formula, charge and spin), the calculation gives 546.4 kcal/mol. The lowest unoccupied orbital energy comes out at -0.0144 Ha.

Geometry as ORCA input:
```
! RIJCOSX wB97M-V def2-TZVPD def2/J DEFGRID3
* xyz 0 1
S -4.7111 1.5167 2.5089
O -2.7402 4.5668 -0.7036
O 2.5692 -2.6841 0.1383
O 2.4663 -5.0108 2.2466
O 0.5169 -4.4316 -1.5108
O 1.6284 -1.5879 -1.6792
O -0.7356 4.6901 -1.5991
N -2.0696 -1.1816 -0.2259
C -3.0488 2.1165 2.8694
C -0.8414 1.0480 -1.6261
C 1.6558 -4.2027 1.4605
C -1.2769 -2.2509 -0.7991
C 0.7305 -3.7488 -0.6619
C 2.0569 0.3796 0.6357
C 0.6690 -3.3051 2.2438
C 3.0311 -0.1173 -0.3455
C -0.0914 -2.5006 1.2201
C -2.3554 3.2619 -1.0996
C -1.1114 -1.7569 1.8889
C -0.2836 2.3626 -1.7866
C -2.4069 0.9015 -1.1768
C -2.7599 -0.3057 -1.1657
C -2.9251 0.1666 1.7063
C 3.2219 2.0973 -0.8530
C 1.9987 -3.7838 -0.1576
C 3.3101 0.7971 -1.4009
C -3.0142 2.1126 -0.8235
C -1.1355 3.3477 -1.4390
C -2.0477 -1.0747 1.2577
C -2.2417 1.3122 2.3011
C 2.4156 1.9445 0.4044
C 2.2690 -1.4441 -0.7559
C 2.9080 -4.7690 -0.5146
C -1.9102 5.3963 -0.8505
C -0.3543 -2.8717 -0.1023
C -4.0859 0.1240 1.9903
H -3.1796 3.0351 2.9791
H 0.8183 -3.1024 3.2091
H -1.2094 -2.3364 -1.8311
H -3.8956 2.0813 -0.5839
H 3.2198 2.9388 -1.4334
H 4.1719 0.3983 -1.7856
H 0.6974 2.2431 -2.0610
H 2.3951 -5.7490 -0.6978
H -4.8718 -0.5949 1.6234
H 0.9308 0.3831 0.1360
H -3.7951 -0.3618 -0.6627
H -1.0601 1.5326 2.3332
H -0.9159 -1.3270 3.0219
H 3.7662 -0.5908 0.2203
H 2.9404 2.2544 1.3900
H -1.3790 6.0805 0.1601
H 4.5085 2.0996 -0.4258
H 2.4661 0.6017 -2.2481
H -2.1046 6.1261 -1.7253
H -0.3465 0.3196 -1.8867
H -2.8182 -0.9889 -1.7972
H 2.9939 -4.4162 -1.5664
H 1.6734 2.8387 0.5472
H 1.9765 0.2192 1.4797
H 3.7168 -4.7993 0.0102
*
```



[6]
Computed, not measured: a structure of composition C28H26AsFKOS, with ωB97M-V/def2-TZVPD.

The calculation puts the HOMO energy at -4.0 eV. For the energy relative to the best compared isomer or geometry (same formula, charge and spin), the calculation gives 0.0 kcal/mol. The lowest unoccupied orbital energy comes out at 0.0875 Ha.

Geometry as ORCA input:
```
! RIJCOSX wB97M-V def2-TZVPD def2/J DEFGRID3
* xyz -1 1
As -0.6824 0.6316 0.2127
K 0.4272 3.7418 -0.1524
S 0.0616 2.5075 2.8347
F -0.0529 4.8607 -2.0854
O 3.0649 2.9444 -0.2332
C -0.2923 0.8240 3.0615
C -4.2260 2.7404 1.2039
C -1.4875 -0.8563 -0.7793
C -2.2841 1.7603 0.1713
C -0.6918 -0.0485 2.0238
C -3.7103 3.2384 -1.0933
C -2.8074 -1.2678 -0.6073
C -0.4510 -1.0729 4.5973
C -0.7020 -1.5166 -1.7230
C 3.1353 -0.1374 -2.0794
C 3.0360 0.8418 1.6352
C -0.9582 -1.3951 2.2839
C 3.0018 0.0696 0.3534
C -4.5352 3.3898 0.0115
C 2.4814 -3.5780 -0.6148
C -2.5872 2.4236 -1.0119
C -1.2193 -2.5678 -2.4703
C 2.9233 -1.4995 -1.9596
C -3.0979 1.9360 1.2874
C 2.7479 -2.1017 -0.7152
C 3.1710 0.6589 -0.9166
C -3.3282 -2.3202 -1.3489
C -0.8454 -1.9185 3.5615
C -2.5329 -2.9745 -2.2812
C 3.3930 2.1077 -1.0477
C 3.2725 0.4689 -3.4544
C 2.7934 -1.3072 0.4168
C -0.1807 0.2604 4.3521
H 0.1293 0.9123 5.1592
H -2.9411 -3.7941 -2.8609
H -1.0591 -2.9640 3.7487
H -0.3524 -1.4577 5.6070
H 4.2486 0.9358 -3.6022
H -2.8443 1.4510 2.2215
H 2.8781 -2.1091 -2.8582
H -1.2556 -2.0415 1.4673
H 3.8528 1.5632 1.6666
H 3.1553 -0.2992 -4.2184
H 2.1151 1.4157 1.7649
H 3.2188 -4.1526 -1.1785
H -0.5972 -3.0657 -3.2053
H -3.9205 3.7673 -2.0142
H 3.1288 0.1563 2.4788
H -4.3565 -2.6278 -1.2023
H 2.6502 -1.7671 1.3895
H 2.5140 1.2344 -3.6277
H -5.4092 4.0282 -0.0472
H 2.5032 -3.9112 0.4225
H 3.9131 2.4347 -1.9650
H 1.4941 -3.8148 -1.0186
H -1.9355 2.3367 -1.8740
H -3.4321 -0.7550 0.1147
H -4.8562 2.8757 2.0749
H 0.3215 -1.1953 -1.8765
*
```



[7]
Computed, not measured: a structure of composition C28H26BeF5GeOPS, with ωB97M-V/def2-TZVPD.

The calculation puts the HOMO energy at -7.7 eV. The lowest unoccupied orbital energy comes out at 0.0011 Ha.

Geometry as ORCA input:
```
! RIJCOSX wB97M-V def2-TZVPD def2/J DEFGRID3
* xyz 0 1
Ge -2.6235 -3.3202 -1.4079
S 1.3091 -1.6056 -1.3720
P 0.1792 1.8044 -0.1147
F 1.8042 -4.2159 3.9075
F -0.5095 -2.9413 3.1796
F 3.9038 -4.2380 2.1882
F -0.6761 -1.7292 0.7761
F 3.7271 -3.0639 -0.2130
O -0.6455 0.6258 -0.5772
C 1.2655 1.8647 -2.6278
C 0.8948 2.6327 -1.5240
C 1.1630 0.5796 2.1285
C 1.5048 -2.3778 0.1821
C -0.8644 2.9956 0.7161
C 2.1148 3.8421 -3.6967
C 2.8223 1.6952 0.7742
C 1.4962 1.3383 1.0031
C 1.8743 2.4745 -3.7140
C 3.4747 0.5306 2.7749
C -0.5674 3.5038 1.9781
C 2.7670 -3.6356 1.8312
C 0.4788 -2.3960 1.1048
C 2.6632 -3.0264 0.5944
C -2.0247 -1.5433 -1.8785
C -2.5688 4.8341 1.9070
C -3.4880 -3.3743 0.3513
C 3.8092 1.2862 1.6609
C 1.1346 4.0066 -1.5097
C -3.9612 -3.9881 -2.6750
C 1.7458 4.6095 -2.5991
C -2.0208 3.4123 0.0502
C 1.6991 -3.6288 2.7122
C -2.8689 4.3290 0.6462
C -1.4231 4.4251 2.5709
C 2.1506 0.1827 3.0146
C -1.1728 -4.6352 -1.4183
C 0.5295 -2.9960 2.3412
Be -0.6933 -0.9253 -0.9987
H -0.6542 -4.6149 -2.3789
H -2.2572 3.0084 -0.9275
H 0.8359 4.6034 -0.6562
H 0.3298 3.1889 2.4948
H -1.5909 -5.6338 -1.2694
H 2.5893 4.3150 -4.5472
H -1.7981 -1.6064 -2.9519
H -0.4339 -4.4531 -0.6355
H -4.3210 -2.6674 0.3806
H 3.0893 2.2709 -0.1032
H -3.5448 -4.0457 -3.6829
H 0.1283 0.3096 2.3134
H -4.8353 -3.3341 -2.7020
H 1.9289 5.6764 -2.5946
H 1.0807 0.7987 -2.6306
H -3.7663 4.6488 0.1324
H 4.2487 0.2073 3.4601
H -2.9185 -0.9061 -1.7955
H -4.2872 -4.9882 -2.3793
H 4.8418 1.5523 1.4761
H 1.8913 -0.4056 3.8855
H -3.2350 5.5496 2.3727
H -3.8871 -4.3763 0.5259
H 2.1611 1.8813 -4.5729
H -1.1934 4.8199 3.5522
H -2.8056 -3.1310 1.1671
*
```